1.
ORCA calculation (the ωB97M-V functional and the def2-TZVPD basis) on a structure of composition C28H64F3N8O10STl.

Geometry as ORCA input:
```
! RIJCOSX wB97M-V def2-TZVPD def2/J DEFGRID3
* xyz 2 1
Tl -1.29 -4.13 0.69
C 0.97 0.52 -1.18
F 1.01 1.83 -1.47
F 0.78 -0.18 -2.28
F 2.15 0.14 -0.69
S -0.60 0.14 0.03
O -0.74 -1.34 0.05
O -0.18 0.62 1.33
O -1.69 0.83 -0.65
C -3.01 5.96 -4.84
C -1.71 5.31 -4.33
N -1.73 3.88 -4.61
C -0.37 3.39 -4.41
C 0.48 3.92 -5.66
C -2.59 3.16 -3.64
C -2.88 1.74 -4.06
H -3.16 5.76 -5.90
H -2.81 7.03 -4.78
H -3.94 5.68 -4.34
H -0.85 5.84 -4.76
H -1.64 5.48 -3.25
H 0.12 3.76 -3.50
H -0.27 2.31 -4.42
H 0.84 4.95 -5.61
H 1.33 3.26 -5.51
H 0.05 3.68 -6.63
H -3.58 3.61 -3.66
H -2.31 3.21 -2.59
H -2.66 1.56 -5.12
H -3.90 1.46 -3.78
H -2.24 1.07 -3.48
C 3.08 -2.79 3.33
C 1.84 -2.19 2.58
O 0.93 -2.86 2.06
N 1.77 -0.85 2.44
C 2.76 0.19 2.77
H 3.42 -2.23 4.20
H 3.91 -3.06 2.67
H 2.78 -3.77 3.68
H 0.97 -0.46 1.96
H 3.56 0.29 2.04
H 3.24 0.15 3.75
H 2.17 1.10 2.73
C 3.61 1.78 7.06
C 2.80 2.24 5.85
O 3.36 2.89 4.94
N 1.49 1.92 5.80
C 0.54 2.31 4.78
H 4.30 0.96 6.84
H 3.02 1.40 7.90
H 4.25 2.60 7.37
H 1.12 1.28 6.49
H 0.78 3.28 4.34
H -0.40 2.51 5.29
H 0.43 1.57 3.98
C 3.12 -2.85 -1.50
C 2.56 -4.02 -0.72
O 1.33 -4.14 -0.54
N 3.49 -4.82 -0.24
C 3.35 -5.96 0.62
H 2.47 -2.44 -2.26
H 4.06 -3.03 -2.03
H 3.26 -2.03 -0.80
H 4.42 -4.63 -0.61
H 4.12 -6.71 0.45
H 2.43 -6.50 0.39
H 3.31 -5.55 1.63
C 5.76 4.28 2.97
C 4.87 4.28 1.69
O 5.23 4.84 0.67
N 3.70 3.62 1.87
C 2.71 3.30 0.85
H 5.60 5.13 3.63
H 6.82 4.19 2.73
H 5.56 3.42 3.61
H 3.51 3.23 2.78
H 2.46 4.22 0.33
H 1.77 2.92 1.25
H 3.12 2.54 0.18
C -1.63 -1.58 -3.28
C -0.86 -2.86 -3.18
O -0.94 -3.48 -2.08
N -0.08 -3.22 -4.21
C 0.79 -4.36 -4.19
H -2.69 -1.72 -3.51
H -1.20 -0.93 -4.04
H -1.62 -1.04 -2.34
H -0.24 -2.80 -5.11
H 0.34 -5.25 -3.77
H 1.72 -4.28 -3.61
H 1.11 -4.59 -5.21
C -4.70 -0.92 -1.21
C -4.68 -2.41 -1.12
O -3.79 -2.93 -0.47
N -5.59 -3.12 -1.76
C -5.66 -4.57 -1.84
H -5.66 -0.47 -0.99
H -4.36 -0.60 -2.20
H -3.95 -0.54 -0.51
H -6.24 -2.71 -2.43
H -4.71 -5.08 -1.70
H -6.16 -4.91 -2.75
H -6.29 -4.95 -1.04
C -3.46 -2.95 4.81
C -3.22 -2.12 3.57
O -2.71 -2.56 2.57
N -3.64 -0.80 3.61
C -3.50 0.18 2.53
H -2.66 -2.72 5.51
H -3.53 -4.02 4.65
H -4.37 -2.64 5.33
H -3.95 -0.43 4.50
H -2.89 1.03 2.84
H -4.44 0.54 2.12
H -2.83 -0.20 1.76
*
```

Properties
- LUMO energy (eV) = -11.4092
- max |F| (Eh/bohr) = 0.090
- frontier orbital gap (eV) = 1.70
- ΔE to the lowest compared entry with this formula, charge and spin (kJ/mol) = 0.0

2.
ORCA calculation (the ωB97M-V functional and the def2-TZVPD basis) on a cluster of 5 separate species, C28H66FN5O5 in total.

Geometry as ORCA input:
```
! RIJCOSX wB97M-V def2-TZVPD def2/J DEFGRID3
* xyz 0 1
C 3.67 0.56 1.14
C 3.06 1.94 0.91
C 1.78 1.88 0.06
C 0.75 2.96 0.42
C 0.24 2.87 1.88
C 0.62 4.17 2.61
C -0.48 5.11 2.14
O -0.40 6.30 2.02
N -1.59 4.35 1.81
C -1.31 2.91 2.02
C -1.71 2.55 3.47
C -2.17 2.03 1.06
F -3.31 1.58 1.74
C -1.51 0.81 0.45
C -1.24 -0.31 1.46
H 2.93 -0.13 1.55
H 4.49 0.61 1.87
H 4.08 0.13 0.22
H 2.87 2.41 1.88
H 3.79 2.59 0.41
H 1.33 0.89 0.17
H 2.04 1.99 -0.99
H -0.08 2.91 -0.29
H 1.21 3.94 0.27
H 0.66 1.98 2.37
H 0.62 4.10 3.70
H 1.59 4.56 2.30
H -2.07 4.64 0.96
H -1.60 1.48 3.65
H -1.09 3.09 4.19
H -2.74 2.83 3.64
H -2.57 2.68 0.27
H -2.17 0.43 -0.33
H -0.58 1.08 -0.04
H -0.49 -0.03 2.20
H -0.85 -1.18 0.91
H -2.16 -0.62 1.96
C -6.05 0.58 -4.77
C -4.83 -0.33 -4.66
C -4.50 -0.75 -3.23
O -3.91 0.25 -2.42
C -4.82 1.16 -1.82
N -3.71 0.31 -5.34
H -5.82 1.60 -4.46
H -6.39 0.62 -5.80
H -6.88 0.21 -4.15
H -5.05 -1.25 -5.20
H -3.75 -1.55 -3.27
H -5.39 -1.16 -2.73
H -5.75 0.66 -1.54
H -5.05 2.00 -2.47
H -4.34 1.53 -0.91
H -2.93 -0.34 -5.41
H -3.38 1.09 -4.78
C 2.68 -5.07 0.07
C 1.42 -4.83 0.90
C 0.21 -4.36 0.08
O 0.26 -3.01 -0.33
C 1.02 -2.72 -1.49
N 1.73 -3.93 2.01
H 3.15 -4.12 -0.19
H 3.40 -5.64 0.66
H 2.46 -5.61 -0.84
H 1.12 -5.79 1.33
H -0.68 -4.43 0.70
H 0.06 -5.01 -0.79
H 0.96 -3.55 -2.21
H 2.07 -2.53 -1.26
H 0.60 -1.83 -1.95
H 0.95 -3.88 2.65
H 1.86 -2.99 1.65
C -4.05 -4.08 1.57
C -3.45 -4.16 0.17
C -4.38 -3.68 -0.94
O -5.43 -4.57 -1.27
C -6.59 -4.46 -0.46
N -2.93 -5.52 -0.06
H -4.76 -4.89 1.74
H -3.26 -4.18 2.31
H -4.56 -3.14 1.73
H -2.58 -3.48 0.13
H -3.80 -3.57 -1.86
H -4.79 -2.69 -0.69
H -6.78 -3.42 -0.18
H -6.52 -5.06 0.45
H -7.43 -4.83 -1.05
H -2.41 -5.54 -0.93
H -3.72 -6.15 -0.20
C 9.28 3.04 0.12
C 8.19 2.64 1.11
C 6.78 2.69 0.54
O 6.23 3.98 0.38
C 6.60 4.66 -0.81
N 8.34 3.44 2.33
H 9.31 4.12 -0.02
H 10.26 2.74 0.50
H 9.12 2.57 -0.85
H 8.36 1.60 1.40
H 6.10 2.18 1.24
H 6.73 2.14 -0.42
H 6.67 3.96 -1.65
H 7.54 5.19 -0.72
H 5.81 5.38 -1.03
H 7.72 3.10 3.05
H 8.03 4.39 2.13
*
```

Properties
- structure (SMILES) = CCCC[C@H]1CC(=O)N[C@@]1(C)[C@H](F)CC.COC[C@@H](C)N.COC[C@@H](C)N.COC[C@@H](C)N.COC[C@@H](C)N
- LUMO energy (eV) = 0.4492
- max |F| (Eh/bohr) = 0.010
- frontier orbital gap (eV) = 9.72